(1)
Below is C53H56AsN5PSZn as an isolated structure, with properties calculated with ωB97M-V with the def2-TZVPD basis set.

```
! RIJCOSX wB97M-V def2-TZVPD def2/J DEFGRID3
* xyz -1 1
H -2.6911 -0.7740 5.0909
H -6.0680 -1.0243 4.5972
H -4.7032 1.2073 -0.3698
C -1.6557 -1.0507 4.9389
H -2.2068 -4.7616 -4.9540
C -4.0952 1.9954 0.0760
H -3.1007 1.9160 -0.3605
H -1.2673 0.6248 3.6679
H 5.5477 3.4943 -2.4154
H 6.3463 1.4162 5.8811
H 1.9666 -2.1417 4.1864
S 0.3016 2.3085 0.1032
C -0.8504 -0.2647 4.1248
H -2.0123 2.4293 1.9779
H -3.7848 -4.0266 2.1482
H -0.1838 -3.8561 -0.5478
C 4.2940 1.1740 3.1994
C 5.4581 1.1998 5.3004
H -3.2222 -1.4689 -2.4510
H 0.5610 -3.4975 5.6865
H -3.2395 -2.4853 -0.4005
H -5.6035 1.1883 3.5826
H 0.5624 4.5036 5.3086
H 6.3049 1.8776 3.4471
H 3.7339 4.1461 -0.8424
C -5.0724 0.3096 3.2213
C -0.8770 -5.3673 -1.9029
C -0.8730 -2.9948 -2.3820
H 2.7424 2.7693 -3.3796
C -1.7479 -4.5690 -3.9920
N -2.3998 -0.5935 0.7869
C 0.4986 2.9329 1.7497
H 3.1117 2.5051 -0.8352
C 0.4615 -0.6381 3.8609
C 0.5598 4.0783 4.3129
C -3.6217 -3.3569 0.1321
H -1.7739 -2.8133 6.1526
H -0.6655 -6.1803 -1.2196
C -4.7311 -2.0343 3.2250
H 4.1471 -2.8377 -3.2336
P -0.3466 -1.3411 -1.7866
C 1.1799 -1.1936 -2.8723
H -4.7060 -3.4042 0.0015
H -0.0670 4.8849 1.0863
H -1.6273 3.0624 -3.5852
Zn -1.1120 0.6174 0.5211
H -5.0558 2.3426 1.9092
C 5.1513 1.4317 -2.5033
N 3.1203 0.2674 -3.2559
C 2.0874 -0.8798 -5.0459
H 4.2810 1.3813 2.1339
N 4.1930 0.3624 -2.3158
H -1.4494 -4.4014 1.4859
C 0.2538 4.8609 3.2046
C 4.0184 3.1000 -0.9672
C -4.1035 1.8932 1.6062
C 4.3358 0.6617 5.9139
H 4.7116 2.8457 -0.1599
C -3.3178 1.7405 -3.5114
C -3.7547 0.4623 -3.1922
H -4.0244 2.4893 -3.8471
C -4.1630 0.4800 2.1820
C -1.9769 2.0614 -3.3644
C -5.3533 -0.9239 3.7895
H -4.9790 -3.0278 3.5919
C 3.6762 0.0108 -1.0882
H -1.2056 -2.6348 1.3476
N 2.4397 -0.2521 -1.0748
C -1.1435 -2.1995 5.5212
C 0.9644 -0.9898 -4.3553
H 2.3268 -0.0350 5.6661
H 1.1369 2.1395 4.9845
C 0.8761 2.7455 4.1249
C 0.2175 4.2923 1.9468
C -2.8571 -0.4913 -2.7384
H -3.0967 3.8064 1.8930
C 3.6861 3.3088 -3.4483
H 4.3450 0.4580 6.9780
C 0.8769 2.1629 2.8566
H -4.5016 2.9664 -0.2274
H -4.8048 0.2098 -3.2727
H 4.1061 3.1162 -4.4387
H 0.0214 5.9124 3.3247
H 4.2444 -0.7785 -4.7083
C -1.0744 1.1102 -2.9094
H -1.6833 -6.6403 -3.4307
H -0.0281 -0.9091 -4.7741
C 5.4345 1.4580 3.9370
C -3.0169 2.7700 2.2368
C 3.1580 0.6428 3.8049
H 2.1487 -0.6998 -6.1105
C 2.1454 -2.3472 -2.6728
C 3.2823 -2.1973 -3.3398
As 1.6027 0.3494 2.6251
C -1.4524 -5.6235 -3.1377
H 3.4809 4.3785 -3.3680
C 0.9552 -1.8196 4.4129
C 3.3122 -0.9420 -4.1729
N 1.9473 0.0296 -2.3834
C -3.3943 -0.6363 1.6902
C -0.5982 -4.0608 -1.5275
H -1.7133 -2.4538 -4.2871
C 0.1654 -2.5844 5.2576
H 5.6112 1.3062 -3.4873
H 5.9356 1.2529 -1.7616
H -0.0313 1.3749 -2.7795
C -3.8113 -1.9266 2.1984
H -1.5432 -3.3669 2.9220
H 1.9561 -3.1194 -1.9402
C -1.7676 -3.4192 1.8555
C 3.1938 0.3865 5.1723
C 4.6442 2.8746 -2.3416
C -1.4590 -3.2657 -3.6176
C -1.5029 -0.1846 -2.6066
H 4.2974 -0.0126 -0.2045
H -3.0998 2.7615 3.3260
C -3.2654 -3.2198 1.6160
H -3.1830 -4.2624 -0.2991
*
```

Computed properties:
LUMO = 2.3 eV
M = 966.419 u
frontier orbital gap = 5.13 eV
E_tot = -7081.552001 Eh
ΔE to the lowest compared entry with this formula, charge and spin = 77.7 kcal/mol



(2)
Below is C21H42BrFN2O5S as an isolated structure, with properties calculated with ωB97M-V with the def2-TZVPD basis set.

```
! RIJCOSX wB97M-V def2-TZVPD def2/J DEFGRID3
* xyz 0 3
H -5.9819 -0.4452 2.2938
C -4.6131 0.0726 3.8521
C -1.6521 0.2489 3.0442
O 1.6999 1.5320 1.8072
C -4.3140 0.4851 1.3121
H 5.6313 0.8355 0.8375
C -3.6447 -1.1039 3.7394
H -1.0368 -2.0075 1.6445
H -2.1533 1.1801 3.2923
C 3.9932 2.1470 -0.9294
H -3.7906 2.3383 0.2949
N -3.2949 -0.6186 1.3508
H -5.8627 1.2831 2.5572
C 1.3834 -0.4831 0.1884
H 3.8822 2.8309 -1.7727
H -5.3889 -0.1670 4.5817
H -4.0054 2.5426 2.0324
O -1.3469 -2.6755 -5.6766
H -5.7034 -0.5752 0.0139
H -1.1516 -2.2818 3.3900
H 4.5744 3.5181 3.0057
H -0.9334 0.4481 2.2473
H 2.8167 3.4354 2.8289
C -3.6222 1.8700 1.2644
H 0.9617 -3.2064 -5.2042
H -4.3764 0.2614 -0.7870
C -1.7299 -2.1330 2.4772
H -4.1013 0.9601 4.2330
H -0.2664 -1.1257 -6.5583
H -3.1280 -1.2723 4.6870
C 3.9407 2.0311 1.6063
H 1.3194 -3.5928 -6.9031
S -1.7211 -1.5421 -4.6027
H 0.5729 0.2295 0.0587
H 3.0296 0.4491 -1.8658
C -5.2759 0.3637 2.5055
H -2.5468 1.8041 1.3838
H 1.1997 -1.0544 1.0993
C 3.9118 2.9346 0.3744
H 1.3781 -1.1690 -0.6606
H 3.0072 -2.1206 -5.6290
O -3.7064 -1.6916 0.7866
C 5.3194 1.3715 1.7290
Br -3.2540 -1.8727 -2.2590
H 4.7375 3.6466 0.4491
C -0.3169 -2.2192 -6.5869
C 2.8867 1.0963 -0.9979
C -5.0995 0.3284 0.0201
H -0.6408 -2.4927 -7.5861
O -2.8954 -2.4941 -3.9499
N 2.8301 1.0234 1.4952
H 3.6674 2.1911 3.7481
H 3.3272 -1.9022 0.3389
H 2.9871 3.5197 0.3846
H 4.4158 -0.9334 -0.6516
C 3.7268 2.8437 2.8765
H 4.4844 -0.8571 1.1047
C -2.5950 -0.8911 2.6491
C 2.1510 -1.7725 -6.2082
H 4.9773 1.6842 -1.0422
H 1.9344 1.6132 -1.1501
H -4.2091 -2.0155 3.5192
C 3.8123 -0.9302 0.2569
C 1.0441 -2.8006 -6.2091
C 2.7487 0.1956 0.2411
H 5.3450 0.6815 2.5735
F 2.5893 -1.5240 -7.5172
O -0.6300 -1.4634 -3.6567
H -5.7569 1.1856 -0.1276
H 6.0573 2.1541 1.9083
H -2.3277 -3.0224 2.2952
H -1.0890 -0.0537 3.9277
H 1.8183 -0.8260 -5.7760
*
```

Computed properties:
LUMO (alpha / beta) = -0.1 / -0.2 eV
⟨S²⟩ = 2.0084
M = 533.545 u
frontier orbital gap (alpha / beta) = 8.12 / 9.11 eV
E_tot = -4382.935562 Eh
ΔE to the lowest compared entry with this formula, charge and spin = 0.0 kcal/mol



(3)
Below is one molecule with the formula C5H6O, with properties calculated with ωB97M-V with the def2-TZVPD basis set.

```
! RIJCOSX wB97M-V def2-TZVPD def2/J DEFGRID3
* xyz 0 1
H -1.3586 0.1986 1.1946
C 0.4992 -0.2126 1.2945
O 1.0734 -1.1917 -0.8538
H 0.9128 -0.4052 -1.3957
C 0.2159 -1.1963 0.2386
H -0.0927 -2.2061 0.4848
H 0.2003 -0.5093 2.3041
C -0.7368 -0.0197 0.3542
H 1.2962 0.5041 1.2108
C -0.6628 1.6928 -1.6604
C -0.7311 0.9197 -0.7352
H -0.6158 2.4257 -2.4366
*
```

Computed properties:
LUMO = 1.0 eV
SMILES = C#C[C@@H]1C[C@@H]1O
M = 82.102 u
frontier orbital gap = 10.24 eV
E_tot = -269.223377 Eh
ΔE to the lowest compared entry with this formula, charge and spin = 77.1 kcal/mol



(4)
Below is ClKLi3 as an isolated structure, with properties calculated with ωB97M-V with the def2-TZVPD basis set.

```
! RIJCOSX wB97M-V def2-TZVPD def2/J DEFGRID3
* xyz 3 1
Li -2.6182 0.3543 0.3258
K 1.9038 1.7665 0.2309
Li -0.0592 -0.7486 -2.6393
Li 1.0479 -1.1100 2.1899
Cl -0.2743 -0.2622 -0.1073
*
```

Computed properties:
LUMO = -11.7 eV
M = 95.374 u
frontier orbital gap = 11.79 eV
E_tot = -1081.836153 Eh
ΔE to the lowest compared entry with this formula, charge and spin = 5.3 kcal/mol



(5)
Below is a 2-piece molecular cluster, C30H24F6N3O2 overall, with properties calculated with ωB97M-V with the def2-TZVPD basis set.

```
! RIJCOSX wB97M-V def2-TZVPD def2/J DEFGRID3
* xyz 1 1
C -3.1155 -6.5365 4.3856
H -0.6635 -4.3461 6.4505
C -0.1365 -0.6623 3.6469
O 5.2677 -7.7539 3.6043
N 5.0964 -6.5286 3.8036
H -0.1797 -3.2368 1.0126
N -0.9302 -4.6022 2.3609
H -0.1550 -1.6214 4.1670
F 5.5294 2.4867 3.2360
H 0.6318 0.9331 1.5495
C -2.2151 -5.5814 3.9110
C 2.6924 -6.8663 3.4844
H -4.6156 -7.9658 3.7783
C -4.0002 0.9404 2.9075
F -6.3019 0.3530 2.7019
C 3.7514 0.9215 2.8557
H -2.7021 -5.8059 0.5353
C -1.3922 -0.0020 3.4942
C 1.1579 -0.0973 3.3837
C -2.8555 -6.0055 1.5947
H -2.4467 -1.4026 4.7968
H -0.1608 -3.2581 3.7704
H -1.5734 -5.8783 6.3730
C 2.2656 -4.1279 3.9263
C -3.8362 -0.0890 3.8342
H -3.0318 2.4870 1.7608
C 3.5525 0.0888 3.9562
C -1.6130 1.2434 2.8165
H 2.1219 -0.9761 5.1395
F -5.8388 2.4571 3.1454
H -0.7673 1.8839 2.5639
C 2.6717 1.3317 2.0715
C -2.5630 -0.5622 4.1080
C 1.1741 -4.9683 3.6556
H 0.6458 -4.8187 0.9973
C -2.0817 -5.3262 2.5369
H 2.8895 -7.9209 3.3098
N -1.1537 -4.9867 4.5494
C -0.2334 -4.3831 3.6045
C 5.1465 1.3773 2.5216
C -2.8870 1.6369 2.4269
C 3.7716 -6.0053 3.7602
C 2.2767 -0.3802 4.2355
H -4.7069 -0.5262 4.3191
H 4.3961 -0.1783 4.5932
H -0.9974 -4.6538 0.2908
C -5.3864 1.3450 2.4765
H 0.5684 -7.0309 3.2428
C 1.4235 0.7567 2.2774
C -3.7768 -6.9455 2.0698
H -3.1600 -6.7470 5.4541
C -3.9009 -7.2111 3.4445
O 6.0434 -5.7404 4.0389
H -4.4039 -7.4934 1.3651
C 1.4029 -6.3530 3.4432
F -5.4351 1.6420 1.1409
H 2.8166 2.0778 1.2942
F 5.2711 1.6988 1.1988
C 3.5600 -4.6363 3.9857
H 0.1682 -5.8395 5.9442
F 6.0680 0.3990 2.7918
C -0.3269 -4.3184 1.0855
C -0.7801 -5.2879 5.9102
H 2.0919 -3.0598 4.0909
H 4.4164 -3.9984 4.2001
*
```

Computed properties:
LUMO = -6.7 eV
M = 572.529 u
frontier orbital gap = 2.78 eV
E_tot = -2071.156371 Eh
ΔE to the lowest compared entry with this formula, charge and spin = 55.6 kcal/mol



(6)
Below is an isolated ion of composition C4H11N2 and charge +1, with properties calculated with ωB97M-V with the def2-TZVPD basis set.

```
! RIJCOSX wB97M-V def2-TZVPD def2/J DEFGRID3
* xyz 1 1
H 3.3752 0.5055 0.1239
H 2.5842 1.8606 -0.6273
H 0.0762 0.1426 -1.7978
C 2.4390 0.9947 0.0666
H -1.5364 -1.8304 0.2904
H -2.2273 1.0583 1.3912
N -1.2939 0.1428 -0.4190
C -1.6296 0.2313 1.1163
H -0.8825 0.0173 1.8353
H -1.6908 0.8592 -1.1158
C 0.3654 -0.4837 -0.8438
N 1.6515 -0.1785 -0.4386
C -2.1518 -0.8315 0.2767
H 1.9218 1.2633 0.9025
H 0.1508 -1.5244 -0.6725
H -3.1563 -1.0855 -0.0116
H 2.0044 -1.1415 -0.0766
*
```

Computed properties:
LUMO = -3.2 eV
SMILES = CNC[NH+]1CC1
M = 87.146 u
frontier orbital gap = 10.52 eV
E_tot = -268.124124 Eh
ΔE to the lowest compared entry with this formula, charge and spin = 113.4 kcal/mol